#one
17
Properties=species:S:1:pos:R:3:mulliken_charge:R:1 method="wB97M-V/def2-TZVPD" lumo_energy_ev=-0.0757 homo_lumo_gap_ev=7.9 total_charge=0 e_homo_ev=-7.97 smiles="C=CN(C=S)SCC"
C 1.7406 -2.0767 0.0979 -0.867
C 0.4037 -1.2512 0.3849 -0.221
C -0.4029 2.0275 0.2336 0.055
C 0.8145 2.3420 -0.6259 -0.640
C -2.4892 0.3935 0.1799 -0.231
H 2.3946 -2.5578 0.9357 0.299
H 1.2753 -3.0046 -0.4146 0.259
H 2.3617 -1.4693 -0.8521 0.190
H 0.6368 -0.4621 1.1185 0.291
H -0.5220 -1.9415 0.6445 0.230
H -0.8957 2.5912 1.2302 0.239
H 1.3310 3.3441 -0.4098 0.275
H 0.9828 1.5887 -1.7085 0.154
H -3.0504 1.1972 0.5202 0.314
N -1.0670 0.7433 0.0206 0.089
S -0.3018 -0.5412 -0.9898 -0.170
S -3.2121 -0.9231 -0.3653 -0.267

=====

#two
17
Properties=species:S:1:pos:R:3:mulliken_charge:R:1 method="wB97M-V/def2-TZVPD" lumo_energy_ev=-0.3917 homo_lumo_gap_ev=7.4 total_charge=0 e_homo_ev=-7.77
C 0.8861 0.2135 1.6849 -0.226
C -0.0451 1.3727 -0.9350 -0.105
C 0.5038 -0.8415 1.0531 0.259
C -1.1758 0.5863 -1.5539 -1.189
C -0.6270 -1.7505 1.5054 -0.975
N 1.2005 1.1364 -1.2455 -0.154
S 1.4910 1.4510 2.4537 -0.309
S 1.8683 -0.0562 -2.1098 -0.373
H -0.3244 2.1623 -0.2314 0.434
H 1.0316 -1.3462 0.2750 0.355
H -0.9149 -0.4106 -1.8272 0.376
H -1.3308 1.2759 -2.4100 0.308
H -1.9813 0.4868 -0.9759 0.389
H -1.0418 -1.3631 2.4672 0.315
H -0.1224 -2.6391 1.8924 0.344
H -1.4178 -1.7899 0.6629 0.223
H 2.0001 1.5122 -0.7061 0.328

=====

Preferred: #two; penalty for the next structure: 52.6 kcal/mol.

=====

#one
96
Properties=species:S:1:pos:R:3:mulliken_charge:R:1 method="wB97M-V/def2-TZVPD" lumo_energy_ev=-0.0078 homo_lumo_gap_ev=9.0 total_charge=0 e_homo_ev=-9.02 smiles="NC(N)=O.NC(N)=O.NC(N)=O.NC(N)=O.NC(N)=O.NC(N)=O.NC(N)=O.NC(N)=O.NC(N)=O.NC(N)=O.NC(N)=O.NC(N)=O"
C 0.1187 13.6487 -14.1272 0.729
O -0.1608 13.2805 -15.2837 -0.730
N -0.0146 14.9390 -13.7550 -0.323
N 0.5779 12.8590 -13.1497 -0.279
H 0.0478 15.1977 -12.7892 0.138
H -0.1381 15.6193 -14.4836 0.227
H 0.6284 11.8657 -13.3093 0.225
H 0.4549 13.1764 -12.2030 0.054
C -4.1035 3.8612 -12.1873 0.462
O -3.0786 3.1707 -12.2226 -0.628
N -5.3183 3.3945 -11.8628 -0.398
N -4.0443 5.1974 -12.3350 -0.214
H -6.0889 3.9803 -12.1335 0.158
H -5.4749 2.4249 -11.6526 0.251
H -3.2826 5.5393 -12.9075 0.171
H -4.9333 5.5920 -12.6089 0.252
C 0.5752 5.2249 -10.7013 0.592
O 1.6468 5.4558 -10.1413 -0.703
N 0.2612 4.0175 -11.2788 -0.335
N -0.5718 5.9423 -10.6466 -0.243
H -0.5793 3.8370 -11.8013 0.191
H 1.0087 3.3434 -11.2930 0.214
H -0.5531 6.9146 -10.3695 0.268
H -1.2373 5.6143 -11.3241 -0.045
C -4.0166 12.2833 -15.1485 0.467
O -3.4750 11.6427 -14.2577 -0.357
N -3.3401 13.2145 -15.8876 -0.402
N -5.1656 11.9570 -15.8038 -0.362
H -3.7807 13.8934 -16.4809 0.186
H -2.4536 13.4258 -15.4453 0.098
H -5.4706 11.0162 -15.6214 0.153
H -5.5605 12.6071 -16.4540 0.160
C -5.2087 9.2492 -13.0859 0.375
O -6.3631 9.6498 -13.1064 -0.719
N -4.4093 9.1785 -11.9953 -0.129
N -4.4923 8.9533 -14.2258 0.391
H -4.8582 9.3807 -11.1201 0.230
H -3.4380 9.0626 -12.2254 0.381
H -4.8777 8.9154 -15.1491 0.216
H -3.6400 8.5101 -13.9238 -0.360
C -3.4037 15.0924 -11.4902 0.434
O -4.3853 15.7736 -11.7319 -0.698
N -3.4700 13.7857 -11.1678 -0.272
N -2.1411 15.5270 -11.5457 -0.205
H -2.7644 13.0904 -11.3570 0.267
H -4.4298 13.5213 -11.0104 0.193
H -1.4137 14.8984 -11.2469 0.069
H -1.9142 16.5034 -11.6184 0.180
C -1.3217 9.1265 -11.9911 -0.021
O -1.1557 8.9501 -10.7779 -1.041
N -1.6936 8.1773 -12.8711 0.931
N -1.3729 10.2982 -12.6573 1.027
H -1.5589 7.2326 -12.5425 -0.579
H -1.6776 8.3952 -13.8673 0.034
H -2.0974 10.4534 -13.3469 0.044
H -1.2170 11.1405 -12.1202 -0.210
C -0.8954 4.8214 -14.5317 0.339
O -1.3738 5.4098 -13.5526 -0.459
N -0.8716 3.4820 -14.6565 -0.576
N -0.2748 5.4411 -15.5758 -0.240
H -1.7526 3.1375 -14.2796 0.275
H -0.7623 3.1481 -15.6015 0.274
H -0.3431 6.4528 -15.5762 0.198
H 0.2638 4.9461 -16.2612 0.174
C -1.2660 8.9949 -16.4221 0.714
O -0.9546 8.2873 -15.4388 -0.865
N -1.1857 8.5819 -17.7104 -0.363
N -1.5143 10.3197 -16.4253 -0.140
H -0.8902 7.6179 -17.7558 0.233
H -1.5533 9.1415 -18.4510 0.165
H -1.5776 10.7220 -17.3359 0.150
H -1.4810 10.8510 -15.5684 -0.200
C -3.9665 6.4834 -17.1821 0.514
O -3.0563 6.2134 -17.9477 -0.660
N -3.8667 6.4359 -15.8489 -0.115
N -5.1884 6.8893 -17.6400 -0.386
H -4.7066 6.7173 -15.3732 0.230
H -2.9876 6.3839 -15.3578 -0.117
H -5.9653 7.0132 -17.0137 0.163
H -5.3884 6.8001 -18.6205 0.232
C 2.8732 9.5266 -10.4101 0.587
O 3.9997 9.4616 -10.9043 -0.715
N 2.4240 10.6797 -9.8629 -0.305
N 2.0463 8.5025 -10.2271 -0.157
H 1.4991 10.7596 -9.4762 0.202
H 3.0955 11.4205 -9.7633 0.182
H 2.4211 7.6366 -10.5902 0.130
H 1.1369 8.5926 -9.8141 0.143
C -0.6142 12.2769 -9.5358 0.300
O -0.7999 12.5192 -10.7204 -0.334
N -0.1707 13.1513 -8.5929 -0.384
N -0.7057 11.0263 -9.0207 -0.430
H 0.0072 12.8827 -7.6429 0.174
H -0.2576 14.1309 -8.8101 0.225
H -0.8366 10.8452 -8.0405 0.169
H -1.1198 10.3444 -9.6754 0.160

=====

#two
96
Properties=species:S:1:pos:R:3:mulliken_charge:R:1 method="wB97M-V/def2-TZVPD" lumo_energy_ev=-0.2392 homo_lumo_gap_ev=8.2 total_charge=0 e_homo_ev=-8.48 smiles="NC(N)=O.NC(N)=O.NC(N)=O.NC(N)=O.NC(N)=O.NC(N)=O.NC(N)=O.NC(N)=O.NC(N)=O.NC(N)=O.NC(N)=O.NC(N)=O"
C -1.5780 -0.4730 4.6358 0.444
O -1.0974 -0.6608 3.5776 -0.493
N -1.4960 0.5574 5.3992 -0.463
N -2.3716 -1.3006 5.3292 -0.395
H -0.9265 1.2437 4.9251 0.145
H -1.3142 0.4630 6.3882 0.274
H -2.4804 -2.1167 4.7442 0.238
H -2.6116 -1.3101 6.3103 0.189
C -0.0057 5.9534 -2.5964 0.626
O -0.3983 6.5954 -1.6388 -0.756
N 0.2803 6.4542 -3.7821 -0.420
N -0.0521 4.6760 -2.6814 0.220
H 0.5106 7.4326 -3.8814 0.244
H 0.8092 5.8346 -4.3791 0.190
H 0.1172 4.1911 -3.5510 0.085
H -0.5196 4.1064 -1.9906 0.054
C -1.5902 -2.3215 -3.5550 0.426
O -2.2116 -1.2767 -3.5775 -0.650
N -2.1148 -3.5096 -3.7671 -0.452
N -0.4002 -2.4443 -3.1039 -0.182
H -3.1035 -3.3840 -3.9304 0.264
H -1.4819 -4.2791 -3.6012 0.193
H 0.3021 -2.9596 -3.6151 0.319
H -0.0977 -1.6728 -2.5265 -0.016
C 3.2780 -1.8303 5.5148 0.652
O 2.9366 -1.3845 6.6106 -0.675
N 4.1276 -2.8092 5.2845 -0.385
N 2.7323 -1.5263 4.3999 -0.176
H 4.4225 -2.7446 4.3206 0.170
H 4.6205 -3.2461 6.0502 0.230
H 1.9877 -0.8440 4.4047 0.035
H 3.0552 -2.0427 3.5942 0.124
C 1.4348 -4.3111 -0.0690 0.382
O 2.2055 -3.4239 0.2630 -0.726
N 0.4961 -4.2628 -0.9629 0.061
N 1.4088 -5.5232 0.4254 -0.353
H 0.2401 -3.4202 -1.4575 0.208
H -0.0522 -5.1074 -1.0405 0.189
H 2.2756 -5.8122 0.8557 0.282
H 0.8760 -6.1180 -0.1930 0.134
C 0.9356 1.9417 -4.3001 0.605
O 1.1144 3.0812 -4.7014 -0.850
N 0.1963 1.0265 -4.8134 -0.247
N 1.6176 1.4960 -3.3159 -0.131
H -0.3080 1.2249 -5.6657 0.210
H 0.3617 0.0997 -4.4475 0.104
H 1.3117 0.6533 -2.8507 -0.080
H 2.3127 2.1281 -2.9453 0.239
C -3.1120 2.4412 -4.0749 0.655
O -3.1254 3.6314 -3.9099 -0.675
N -2.4230 1.6273 -3.3254 -0.036
N -3.7080 1.7492 -4.9678 -0.365
H -1.8019 2.1706 -2.7429 -0.327
H -2.5443 0.6247 -3.3346 0.521
H -4.3232 2.2326 -5.6064 0.239
H -3.6148 0.7435 -4.9645 0.128
C 0.5342 -0.0820 -0.0712 0.680
O 0.4899 -0.5963 -1.1673 -0.671
N 0.8364 -0.7404 1.0657 0.147
N 0.1546 1.1361 0.0998 -0.037
H 1.1858 -1.6711 0.8874 0.028
H 0.6207 -0.3003 1.9488 -0.222
H -0.1990 1.4745 -0.7836 -0.045
H 0.0430 1.5762 1.0020 -0.086
C 1.2057 2.9980 4.9265 0.621
O 2.1949 2.7235 5.5577 -0.647
N 0.3202 3.7006 5.5327 -0.359
N 0.9030 2.8149 3.6777 -0.253
H 0.3312 3.8302 6.5343 0.208
H -0.3310 4.2140 4.9561 0.160
H 0.0003 3.1563 3.3801 0.137
H 1.5174 2.3426 3.0300 0.127
C -1.3015 -3.8885 2.1693 0.550
O -1.3366 -5.0510 1.8857 -0.718
N -2.3037 -3.0634 2.2165 -0.264
N -0.2681 -3.3790 2.7123 -0.083
H -3.1969 -3.3916 1.8780 0.197
H -2.0805 -2.1361 2.5486 0.226
H 0.5329 -3.9941 2.6991 0.181
H 0.0188 -2.4369 2.9361 0.084
C -2.6855 3.5652 -0.5047 0.548
O -1.5836 3.2213 -0.8993 -0.692
N -3.1318 4.7444 -0.5202 -0.334
N -3.5778 2.7697 0.0656 -0.444
H -4.0910 4.7977 -0.2085 0.145
H -2.5796 5.4993 -0.9013 0.223
H -3.4617 1.7795 0.2269 0.206
H -4.2084 3.2261 0.7092 0.140
C 4.1026 -2.5291 -2.7296 0.469
O 4.9170 -2.3357 -3.5637 -0.686
N 3.7691 -3.7329 -2.4007 -0.332
N 3.5301 -1.6031 -1.9977 -0.193
H 3.0137 -3.9756 -1.7757 0.268
H 4.4709 -4.4127 -2.6563 0.190
H 2.6737 -1.8569 -1.5263 0.112
H 3.8679 -0.6575 -2.1064 0.191

=====

#three
96
Properties=species:S:1:pos:R:3:mulliken_charge:R:1 method="wB97M-V/def2-TZVPD" lumo_energy_ev=-0.7530 homo_lumo_gap_ev=7.8 total_charge=0 e_homo_ev=-8.52 smiles="NC(N)=O.NC(N)=O.NC(N)=O.NC(N)=O.NC(N)=O.NC(N)=O.NC(N)=O.NC(N)=O.NC(N)=O.NC(N)=O.NC(N)=O.NC(N)=O"
C 2.7426 0.5823 -4.5291 0.461
O 3.5010 0.2922 -5.4686 -0.742
N 1.8087 1.5052 -4.5276 -0.192
N 2.7585 -0.1121 -3.3881 -0.277
H 1.6785 2.1954 -5.2501 0.189
H 1.3635 1.7011 -3.6437 0.174
H 2.1270 0.0149 -2.6028 0.606
H 3.3088 -0.9565 -3.4110 0.149
C 4.4921 -0.9997 3.0613 0.532
O 5.3571 -0.5627 3.8073 -0.707
N 3.6135 -1.9809 3.2835 -0.143
N 4.3478 -0.6450 1.8062 -0.216
H 3.7660 -2.4520 4.1622 0.172
H 3.0358 -2.2870 2.5176 0.053
H 4.9024 0.1351 1.4870 0.199
H 3.9711 -1.2264 1.0735 0.084
C 0.5703 0.3807 -0.2889 0.476
O 0.9296 0.5073 -1.4414 -0.726
N -0.6257 0.8741 0.0683 0.512
N 1.1722 -0.3017 0.6766 0.301
H -1.1364 1.4915 -0.5464 0.118
H -1.0098 0.6029 0.9608 0.117
H 0.7299 -0.2316 1.5811 -0.221
H 1.5247 -1.1631 0.2827 -0.093
C -1.7012 -1.0553 -3.9755 0.437
O -1.3353 -2.0191 -3.3440 -0.815
N -2.7812 -1.0565 -4.6938 -0.402
N -0.9589 0.0339 -4.1243 -0.212
H -3.4303 -1.8177 -4.5647 0.243
H -2.9946 -0.4747 -5.4880 0.169
H 0.0389 -0.1055 -4.0515 0.130
H -1.2555 0.5774 -4.9210 0.206
C -3.7114 4.1572 0.5259 0.403
O -4.0290 5.0214 1.3628 -0.757
N -3.9608 4.3178 -0.7816 -0.424
N -3.1407 2.9931 0.8301 0.061
H -4.5525 5.0939 -1.0330 0.159
H -3.6234 3.7087 -1.5102 0.345
H -2.9853 2.7908 1.8109 0.114
H -3.0494 2.2819 0.1224 0.215
C 0.0996 -2.8655 3.6045 0.571
O -0.0485 -2.1147 4.5239 -0.758
N 0.7273 -4.0677 3.6164 -0.491
N -0.3798 -2.4888 2.4509 0.073
H 1.3489 -4.1301 4.4098 0.286
H 1.1197 -4.4229 2.7584 0.185
H -0.5433 -3.1171 1.6771 0.138
H -0.7529 -1.5507 2.5038 -0.331
C -2.3917 0.6192 3.0256 0.437
O -1.2712 0.4319 2.5547 -0.497
N -3.2454 -0.2162 3.4801 -0.339
N -2.7011 1.8652 3.3877 -0.649
H -3.1648 -1.1716 3.1636 0.271
H -4.0142 -0.0121 4.0973 0.188
H -3.5876 2.0243 3.8401 0.103
H -1.9733 2.5637 3.4011 0.312
C 3.1929 -4.2669 0.3210 0.678
O 2.6677 -3.2100 0.5900 -0.513
N 4.3426 -4.4855 -0.3530 -0.468
N 2.5677 -5.3835 0.4956 -0.349
H 4.9246 -3.6901 -0.5659 0.213
H 4.6772 -5.4103 -0.5673 0.133
H 1.6468 -5.2945 0.8995 0.138
H 3.0888 -6.2456 0.4868 0.204
C 1.4793 1.4416 5.0761 0.435
O 2.2529 2.1041 5.6593 -0.638
N 0.6975 0.5472 5.6529 -0.284
N 1.2303 1.5856 3.7444 -0.096
H 0.7251 -0.3240 5.1422 0.204
H 0.7502 0.5395 6.6596 0.237
H 1.6374 2.2726 3.1309 0.179
H 0.3027 1.2356 3.5559 -0.101
C -0.7267 -4.1732 -0.5809 0.712
O -0.4888 -4.7329 0.4626 -0.791
N -0.8469 -4.6940 -1.7749 -0.351
N -0.6967 -2.8313 -0.6717 0.010
H -1.1494 -4.0610 -2.5010 0.130
H -0.8266 -5.6693 -2.0261 0.201
H -0.9362 -2.3889 -1.5445 0.387
H -0.4000 -2.3220 0.1444 0.106
C 1.0330 4.5618 -1.3748 0.613
O 1.6202 4.8100 -0.3431 -0.679
N 0.9151 5.4398 -2.3562 -0.469
N 0.7859 3.3470 -1.8491 -0.193
H 0.7708 5.1262 -3.3022 0.162
H 1.4114 6.3091 -2.2334 0.251
H 0.3020 3.2099 -2.7212 0.111
H 0.8595 2.5591 -1.2229 -0.067
C -3.2214 2.6120 -2.6128 0.455
O -2.5568 2.5761 -1.6100 -0.785
N -4.2674 1.8340 -2.7670 -0.380
N -3.1086 3.3697 -3.6813 -0.434
H -4.2320 1.0403 -2.1449 0.220
H -4.9271 1.9689 -3.5150 0.170
H -2.5138 4.1684 -3.5106 0.275
H -3.6632 3.3660 -4.5209 0.175

=====

Preferred: #one; penalty for the next structure: 86.8 kcal/mol.

=====

#one
8
Properties=species:S:1:pos:R:3:mulliken_charge:R:1 method="wB97M-V/def2-TZVPD" lumo_energy_ev=-0.6754 homo_lumo_gap_ev=9.9 total_charge=0 e_homo_ev=-10.54
C 0.6627 0.3475 -0.5205 -0.207
N 0.3301 0.2762 0.9600 -0.502
O -1.3182 -1.4606 -0.1424 -0.523
O -1.9494 0.9451 -0.0488 -0.512
S -0.9569 -0.0784 -0.0419 0.892
H 0.9287 1.3490 -0.8261 0.240
H 1.2907 -0.4352 -0.9164 0.288
H 1.0122 -0.9436 1.5360 0.324

=====

#two
8
Properties=species:S:1:pos:R:3:mulliken_charge:R:1 method="wB97M-V/def2-TZVPD" lumo_energy_ev=-0.1767 homo_lumo_gap_ev=9.8 total_charge=0 e_homo_ev=-10.01
C 1.4252 -0.8924 -0.5788 -0.052
N -1.5701 1.5712 0.2589 -0.381
O -1.3553 -0.8821 0.6142 -0.465
O 1.2891 0.1832 -0.1693 -0.375
S -0.9833 0.4469 1.0813 0.534
H 1.8964 -1.1057 -1.5308 0.264
H 1.1766 -1.8323 0.0108 0.193
H -1.8786 2.5112 0.3137 0.282

=====

#three
8
Properties=species:S:1:pos:R:3:mulliken_charge:R:1 method="wB97M-V/def2-TZVPD" lumo_energy_ev=-0.3182 homo_lumo_gap_ev=8.6 total_charge=0 e_homo_ev=-8.87 smiles="O=[NH+][O-].C=S"
C -1.1546 -0.1966 -0.0881 -0.264
N 2.2610 0.6726 -0.0452 0.648
O 1.5066 -0.1951 -0.2298 -0.465
O 3.4180 0.6430 0.0222 -0.461
S -1.7250 1.2858 -0.0937 -0.235
H -1.0728 -0.7950 0.7711 0.278
H -0.5581 -0.5413 -0.9520 0.235
H 1.7882 1.7053 0.1322 0.264

=====

#four
8
Properties=species:S:1:pos:R:3:mulliken_charge:R:1 method="wB97M-V/def2-TZVPD" lumo_energy_ev="-2.3990 / -2.3941" homo_lumo_gap_ev="7.3 / 7.4" total_charge=0 e_homo_ev="-9.75 / -9.75"
C -0.9900 -0.3014 -0.1769 -0.503
N 0.9162 0.6024 0.7452 0.187
O 0.7000 1.5411 0.0108 -0.384
O 0.0862 -0.3476 0.8199 -0.060
S 2.8840 -0.7460 -0.4012 -0.015
H -1.7570 0.4124 0.3853 0.237
H -1.3224 -1.2619 -0.2671 0.258
H -0.5170 0.1009 -1.1161 0.280

=====

Preferred: #two; penalty for the next structure: 47.2 kcal/mol.

=====

#one
8
Properties=species:S:1:pos:R:3:mulliken_charge:R:1 method="wB97M-V/def2-TZVPD" lumo_energy_ev="-1.5465 / -1.9767" homo_lumo_gap_ev="8.5 / 8.5" total_charge=0 e_homo_ev="-10.09 / -10.44"
C -1.0910 0.1710 0.5242 -0.511
N -0.5607 0.1447 -0.7046 -0.250
O 2.0049 0.3976 0.1587 -0.416
O 2.0326 -1.4653 -1.4133 -0.429
S 1.7266 -0.0736 -1.1540 0.739
H -1.2427 1.2666 0.7857 0.279
H -0.6486 -0.3359 1.3259 0.294
H -2.2210 -0.1051 0.4774 0.294

=====

#two
8
Properties=species:S:1:pos:R:3:mulliken_charge:R:1 method="wB97M-V/def2-TZVPD" lumo_energy_ev=0.0886 homo_lumo_gap_ev=9.6 total_charge=0 e_homo_ev=-9.55
C -0.1142 0.7169 1.0638 0.123
N 0.4531 -0.1387 -1.2833 -0.482
O -0.7604 1.5076 0.4565 -0.409
O -0.3306 -1.6420 0.7584 -0.557
S 0.7253 -0.7351 0.2665 0.458
H -0.1476 0.5723 2.1532 0.333
H 0.4976 -0.7928 -2.0467 0.262
H -0.3232 0.5118 -1.3683 0.272

=====

Preferred: #two; penalty for the next structure: 68.6 kcal/mol.